Record 1
Entry from the OMol25 dataset: a cluster of 2 separate species, C4H13N5 in total in a non-equilibrium geometry (wB97M-V/def2-TZVPD).

Results
HOMO   -18.401 eV
Total energy   -11787.538 eV
Relative energy (zero: lowest compared OMol25 entry of this formula, charge and spin)   440.7 kJ/mol
LUMO   -10.3 eV
Charge   +2
Kohn-Sham gap   0.2972 Eh

Cartesian coordinates (Å):
C  -3.0491  0.4400  -0.2140
C  2.9361  -0.7889  -0.5850
C  2.1858  1.3971  0.3535
C  -1.9682  -1.7897  0.0048
N  -0.2877  0.5358  -0.0026
N  0.6443  -0.2365  -0.2797
N  1.8884  0.0866  -0.1571
N  -2.9711  1.7360  -0.2865
N  -2.0781  -0.3993  -0.1483
H  -4.0514  -0.0057  -0.2402
H  2.5472  -1.7276  -0.9821
H  3.5396  -0.3017  -1.3596
H  3.6017  -1.0140  0.2572
H  1.4989  1.6297  1.1742
H  3.2124  1.4342  0.7096
H  2.0592  2.1640  -0.4179
H  -1.5969  -2.0633  0.9972
H  -1.3502  -2.2349  -0.7829
H  -2.9576  -2.2491  -0.1100
H  0.4627  -1.2094  -0.6225
H  -3.8097  2.2974  -0.3661
H  -2.0814  2.2150  -0.2396

Atomic partial charges in e from the Mulliken method, atoms 1 to 6:
1. C 0.309
2. C -0.852
3. C -0.674
4. C -0.731
5. N -0.779
6. N 0.730

---

Record 2
Entry from the OMol25 dataset: a cluster of 7 separate species, C43H89BrNO9S in total in a non-equilibrium geometry (wB97M-V/def2-TZVPD).

Results
HOMO   -10.967 eV
Total energy   -146819.093 eV
LUMO   -2.8 eV
Charge   +1
Kohn-Sham gap   0.2997 Eh

Cartesian coordinates (Å):
C  -1.5441  1.9151  -2.7091
C  -0.8106  2.1362  -1.3666
C  -0.8876  0.9795  -0.3701
N  -0.3024  -0.3680  -0.7836
S  1.1481  -0.1279  -1.8365
C  -1.1610  -1.2440  -1.6664
O  -0.8831  -1.0998  -3.0634
C  -0.7836  -2.7399  -1.3618
C  -0.0056  -2.6187  -0.0295
C  -0.0293  -1.1465  0.5289
C  -1.1090  -1.0836  1.6055
C  -2.5118  -1.4821  1.1449
O  -2.8335  -2.5352  0.6724
Br  -3.9458  -0.1396  1.4069
C  1.4148  -0.9218  1.0266
C  1.7037  -1.2778  2.4896
C  1.4848  -2.7522  2.8965
O  1.1116  -0.3793  3.4154
C  2.0593  0.4735  4.0482
C  2.6641  1.4751  3.0880
C  3.9449  1.2527  2.6460
C  4.5596  2.0776  1.7377
C  3.8612  3.1600  1.2515
C  2.5936  3.3903  1.7111
C  1.9729  2.5700  2.6147
H  -2.1295  2.8154  -2.9182
H  -2.2695  1.1028  -2.6702
H  -0.8523  1.8152  -3.5442
H  -1.3509  2.9562  -0.8793
H  0.1959  2.5336  -1.5027
H  -0.3642  1.3035  0.5310
H  -1.9505  0.8207  -0.1798
H  1.7144  0.9406  -1.2338
H  -2.2283  -1.0130  -1.6330
H  -1.6435  -1.4469  -3.5446
H  -0.0647  -2.9141  -2.1576
H  -1.6666  -3.3710  -1.3805
H  0.9745  -3.0531  -0.2291
H  -0.3820  -3.2531  0.7765
H  -0.8666  -1.7446  2.4374
H  -1.1959  -0.0985  2.0668
H  2.1632  -1.4335  0.4279
H  1.6325  0.1536  0.9372
H  2.7869  -1.1509  2.5928
H  1.6565  -3.4073  2.0430
H  2.2530  -2.9709  3.6444
H  0.5313  -2.9149  3.4029
H  1.5177  1.0162  4.8289
H  2.8303  -0.1043  4.5728
H  4.4767  0.3838  3.0241
H  5.5609  1.8372  1.4013
H  4.3269  3.8188  0.5279
H  2.0664  4.2631  1.3356
H  0.9584  2.7310  2.9657
C  5.4690  7.0023  3.6003
C  5.8283  6.1589  2.3900
O  5.2811  6.6382  1.1726
C  5.6727  7.9445  0.7813
C  7.1695  8.1050  0.5816
H  4.3855  7.0756  3.7072
H  5.8804  6.5554  4.5063
H  5.8618  8.0168  3.5234
H  5.4231  5.1547  2.5229
H  6.9141  6.0455  2.2992
H  5.2933  8.6829  1.4958
H  5.1629  8.1384  -0.1628
H  7.7263  7.9321  1.5035
H  7.3980  9.1149  0.2401
H  7.5337  7.3928  -0.1605
C  -4.5018  6.8656  -3.7697
C  -4.4153  5.3559  -3.9021
O  -4.7104  4.6554  -2.7037
C  -6.0079  4.8604  -2.1650
C  -7.1301  4.4560  -3.1029
H  -3.8325  7.2203  -2.9842
H  -4.2211  7.3427  -4.7096
H  -5.5101  7.1961  -3.5186
H  -3.3927  5.0782  -4.1652
H  -5.0538  4.9980  -4.7172
H  -6.1242  5.9009  -1.8434
H  -6.0568  4.2513  -1.2612
H  -7.1297  5.0463  -4.0205
H  -8.0974  4.5957  -2.6195
H  -7.0295  3.4073  -3.3890
C  -1.6287  -8.8574  -2.6762
C  -2.2456  -7.6676  -3.3906
O  -3.6250  -7.4897  -3.1234
C  -3.9780  -7.2701  -1.7705
C  -3.3406  -6.0324  -1.1631
H  -2.1567  -9.7751  -2.9374
H  -0.5806  -8.9648  -2.9591
H  -1.6701  -8.7505  -1.5911
H  -2.1691  -7.8175  -4.4677
H  -1.6932  -6.7467  -3.1655
H  -3.7530  -8.1581  -1.1703
H  -5.0620  -7.1560  -1.7582
H  -2.2506  -6.1032  -1.1424
H  -3.6843  -5.8930  -0.1375
H  -3.6027  -5.1453  -1.7449
C  -6.7182  6.6196  -8.1786
C  -7.5073  5.4496  -7.6171
O  -8.3079  5.7834  -6.4970
C  -9.3041  6.7704  -6.7092
C  -10.3241  6.3974  -7.7705
H  -6.0793  7.0552  -7.4082
H  -6.0905  6.2880  -9.0068
H  -7.3693  7.4105  -8.5526
H  -6.8122  4.6840  -7.2682
H  -8.1195  4.9808  -8.3949
H  -8.8385  7.7354  -6.9375
H  -9.8123  6.8913  -5.7520
H  -9.8664  6.2751  -8.7532
H  -11.0841  7.1749  -7.8526
H  -10.8118  5.4552  -7.5159
C  5.3442  -5.2790  6.1519
C  5.6487  -3.9087  5.5703
O  4.5531  -3.0030  5.6218
C  4.0541  -2.7013  6.9150
C  5.0794  -2.0682  7.8389
H  4.4924  -5.7276  5.6376
H  6.2064  -5.9368  6.0386
H  5.1021  -5.2308  7.2146
H  5.8945  -4.0158  4.5128
H  6.5283  -3.4658  6.0489
H  3.6189  -3.5970  7.3707
H  3.2304  -2.0016  6.7617
H  5.9203  -2.7345  8.0337
H  4.6218  -1.8217  8.7975
H  5.4800  -1.1548  7.3959
C  4.3492  -9.7806  2.4036
C  3.3695  -8.9323  3.1946
O  3.7917  -7.5903  3.3782
C  4.0000  -6.8217  2.2139
C  2.7638  -6.6555  1.3510
H  5.3277  -9.7840  2.8856
H  3.9891  -10.8078  2.3372
H  4.4840  -9.4103  1.3861
H  3.2623  -9.3491  4.1960
H  2.3728  -8.9574  2.7398
H  4.8356  -7.2285  1.6333
H  4.3163  -5.8367  2.5629
H  2.3923  -7.6009  0.9540
H  2.9852  -6.0061  0.5015
H  1.9625  -6.2083  1.9440

Atomic partial charges in e from the Mulliken method, atoms 1 to 6:
1. C -0.948
2. C -0.585
3. C 0.003
4. N 0.587
5. S -0.107
6. C -0.028

---

Record 3
Entry from the OMol25 dataset: a structure of composition C38H66AgN4O2 (wB97M-V/def2-TZVPD).

Results
HOMO   -3.998 eV
Total energy   -54535.626 eV
Relative energy (zero: lowest compared OMol25 entry of this formula, charge and spin)   0.0 kJ/mol
LUMO   2.6 eV
Charge   -1
Kohn-Sham gap   0.2431 Eh

Cartesian coordinates (Å):
Ag  -0.8561  0.9140  0.7556
C  -0.2750  3.9510  1.4550
N  -0.3720  3.2130  0.1973
C  -1.3412  3.8513  -0.6837
C  0.9211  3.1398  -0.4959
C  2.0214  2.4201  0.2802
N  1.6819  1.0496  0.6504
C  2.1549  0.0436  -0.3174
C  1.8786  0.3434  -1.7627
C  2.9105  0.7589  -2.5834
C  2.7238  1.0545  -3.9314
C  1.4339  0.8886  -4.4271
C  0.3569  0.4622  -3.6560
C  0.5536  0.1899  -2.2657
O  -0.4055  -0.1577  -1.4730
C  -1.0403  0.3127  -4.2649
C  -1.0594  0.5761  -5.7723
C  -1.5643  -1.1147  -4.0433
C  -1.9904  1.3253  -3.6082
C  3.9001  1.5305  -4.7817
C  3.4933  1.8113  -6.2287
C  5.0019  0.4611  -4.7977
C  4.4747  2.8271  -4.1919
C  2.1517  0.6863  2.0017
C  1.3002  -0.3366  2.6954
C  1.6280  -1.6839  2.7114
C  0.8380  -2.6216  3.3667
C  -0.2673  -2.1255  4.0716
C  -0.6334  -0.7900  4.1064
C  0.1255  0.1561  3.3371
O  -0.2228  1.3887  3.1964
C  -1.8270  -0.2989  4.9272
C  -1.3365  0.7388  5.9490
C  -2.8841  0.3454  4.0180
C  -2.5087  -1.4301  5.6990
C  1.1169  -4.1231  3.3531
C  1.3127  -4.6412  4.7850
C  -0.0695  -4.8596  2.7128
C  2.3718  -4.4653  2.5497
H  0.1739  4.9454  1.2937
H  -1.2752  4.0787  1.8689
H  0.2941  3.3813  2.1857
H  -1.0332  4.8768  -0.9481
H  -1.4409  3.2741  -1.6024
H  -2.3107  3.9065  -0.1869
H  0.7567  2.6374  -1.4496
H  1.2759  4.1638  -0.7144
H  2.9311  2.4623  -0.3358
H  2.2372  2.9793  1.1915
H  3.2458  -0.0784  -0.1923
H  1.6852  -0.9038  -0.0402
H  3.9002  0.8542  -2.1424
H  1.2563  1.1017  -5.4715
H  -0.3980  -0.1071  -6.3101
H  -2.0752  0.4252  -6.1473
H  -0.7656  1.6006  -6.0124
H  -0.9291  -1.8330  -4.5681
H  -1.5651  -1.3581  -2.9829
H  -2.5823  -1.2094  -4.4357
H  -1.6808  2.3440  -3.8598
H  -3.0165  1.1828  -3.9637
H  -1.9741  1.2066  -2.5266
H  3.1035  0.9154  -6.7159
H  2.7299  2.5898  -6.2853
H  4.3641  2.1511  -6.7953
H  4.6236  -0.4682  -5.2281
H  5.8585  0.7955  -5.3910
H  5.3538  0.2413  -3.7890
H  3.7142  3.6107  -4.1841
H  4.8102  2.6791  -3.1645
H  5.3282  3.1771  -4.7808
H  3.1978  0.3387  1.9493
H  2.1192  1.5895  2.6115
H  2.5250  -1.9912  2.1834
H  -0.8743  -2.8374  4.6193
H  -0.8535  1.5686  5.4367
H  -2.1798  1.1190  6.5347
H  -0.6199  0.2822  6.6370
H  -2.4405  1.1442  3.4264
H  -3.3123  -0.4011  3.3449
H  -3.6989  0.7586  4.6216
H  -1.8201  -1.9213  6.3911
H  -3.3355  -1.0175  6.2828
H  -2.9218  -2.1878  5.0282
H  0.4304  -4.4550  5.3990
H  1.5033  -5.7188  4.7838
H  2.1596  -4.1400  5.2579
H  -0.9955  -4.6646  3.2563
H  -0.2109  -4.5262  1.6819
H  0.1008  -5.9408  2.7059
H  3.2594  -3.9918  2.9744
H  2.5302  -5.5467  2.5570
H  2.2791  -4.1454  1.5100
N  -4.4573  1.6733  -0.2662
C  -4.3406  0.2827  0.1868
C  -3.6628  -0.6382  -0.8199
C  -3.4553  -2.0696  -0.3364
C  -2.6399  -2.1854  0.9481
N  -1.4067  -1.4029  0.8833
H  -3.5210  2.0545  -0.3701
H  -4.8620  1.6909  -1.1973
H  -5.3432  -0.0866  0.4293
H  -3.7764  0.2956  1.1224
H  -2.6891  -0.2182  -1.0833
H  -4.2530  -0.6527  -1.7442
H  -2.9447  -2.6265  -1.1295
H  -4.4192  -2.5655  -0.1772
H  -2.4346  -3.2470  1.1373
H  -3.2277  -1.8313  1.7993
H  -0.9484  -1.4944  -0.0250
H  -0.7536  -1.7077  1.6002

Atomic partial charges in e from the Mulliken method, atoms 1 to 6:
1. Ag 2.098
2. C -1.191
3. N 0.741
4. C -1.198
5. C -0.871
6. C -1.485

---

Record 4
Entry from the OMol25 dataset: a structure of composition C19H14HgN5O9S4 (wB97M-V/def2-TZVPD).

Results
2S+1   2
HOMO (spin up / spin down)   -0.745 / -3.024 eV
Total energy   -93325.942 eV
Relative energy (zero: lowest compared OMol25 entry of this formula, charge and spin)   88.4 kJ/mol
LUMO (spin up / spin down)   3.0 / 3.0 eV
Charge   -2
Expectation value of S²   0.772
Kohn-Sham gap (spin up / spin down)   0.1359 / 0.2196 Eh

Cartesian coordinates (Å):
Hg  0.0301  -0.4303  -0.2085
O  -0.8555  -0.7921  -2.6448
S  -1.9926  -1.5457  -2.1537
O  -2.3707  -2.7079  -2.9145
O  -1.8245  -1.8262  -0.6998
C  -3.4404  -0.4523  -2.2251
C  -4.5866  -1.0906  -2.6879
C  -5.8019  -0.4321  -2.7929
C  -5.8866  0.8985  -2.4331
C  -4.7548  1.5492  -1.9673
C  -3.5306  0.8984  -1.8542
S  -2.2152  1.9588  -1.2258
O  -1.2229  2.1198  -2.2532
O  -2.8618  3.1675  -0.7627
O  -1.6851  1.2047  -0.0381
H  -4.4999  -2.1271  -2.9788
H  -6.6703  -0.9656  -3.1591
H  -6.8233  1.4368  -2.5084
H  -4.8044  2.5871  -1.6738
O  10.2959  -2.0812  -2.0131
S  9.1108  -2.2625  -2.8403
O  8.2611  -3.3656  -2.4296
O  9.3662  -2.1996  -4.2746
C  8.1313  -0.7468  -2.5361
N  8.8160  0.4001  -2.6431
C  8.0968  1.4980  -2.4209
C  6.7601  1.4903  -2.0969
C  6.1242  0.2359  -2.0096
N  6.8530  -0.8825  -2.2447
C  4.7440  0.0777  -1.6569
C  3.8813  1.1733  -1.3423
C  2.6022  0.9653  -0.9420
N  2.0421  -0.2814  -0.8159
C  2.8370  -1.3500  -1.1800
C  4.1272  -1.2079  -1.5741
H  8.6293  2.4439  -2.5037
H  6.2377  2.4203  -1.9205
H  4.2242  2.1977  -1.4061
H  1.9571  1.8057  -0.7113
H  2.3793  -2.3270  -1.1035
H  4.7141  -2.0820  -1.8222
S  0.3878  -0.2571  2.4717
C  0.9556  1.3197  2.2570
N  0.1946  2.2433  1.5876
C  0.6438  3.4642  1.2542
C  1.8788  3.8595  1.6708
C  2.5870  2.9186  2.4392
N  2.1584  1.7182  2.7384
H  -0.7008  1.9355  1.1520
H  -0.0296  4.0594  0.6501
H  2.2851  4.8254  1.4193
H  3.5740  3.1740  2.8137

Atomic partial charges in e from the Mulliken method, atoms 1 to 6:
1. Hg 1.855
2. O -0.700
3. S 1.568
4. O -0.756
5. O -0.748
6. C 0.184